{
  "formula": "C52H78O39",
  "method": "ωB97M-V with the def2-TZVPD basis set",
  "total_charge": 0,
  "homo_lumo_gap_ha": 0.3432,
  "relative_energy_kj_mol": 730.6,
  "spin_multiplicity": 1,
  "energy_ev": -135039.6526,
  "e_homo_ev": -9.571,
  "lumo_energy_ev": -0.231,
  "elements": ["C", "C", "C", "O", "C", "O", "O", "H", "H", "H", "H", "H", "H", "C", "C", "C", "O", "C", "O", "O", "H", "H", "H", "H", "H", "H", "C", "C", "C", "O", "C", "O", "O", "H", "H", "H", "H", "H", "H", "C", "C", "C", "O", "C", "O", "O", "H", "H", "H", "H", "H", "H", "C", "C", "C", "O", "C", "O", "O", "H", "H", "H", "H", "H", "H", "C", "C", "C", "O", "C", "O", "O", "H", "H", "H", "H", "H", "H", "C", "C", "C", "O", "C", "O", "O", "H", "H", "H", "H", "H", "H", "C", "C", "C", "O", "C", "O", "O", "H", "H", "H", "H", "H", "H", "C", "C", "C", "O", "C", "O", "O", "H", "H", "H", "H", "H", "H", "C", "C", "C", "O", "C", "O", "O", "H", "H", "H", "H", "H", "H", "C", "C", "C", "O", "C", "O", "O", "H", "H", "H", "H", "H", "H", "C", "C", "C", "O", "C", "O", "O", "H", "H", "H", "H", "H", "H", "C", "C", "C", "O", "C", "O", "O", "H", "H", "H", "H", "H", "H"],
  "xyz": [[-0.55, -2.53, -5.71], [-0.91, -3.72, -4.87], [-1.13, -3.34, -3.45], [-2.31, -3.98, -3.16], [-2.94, -4.48, -4.16], [-3.96, -5.17, -4.07], [-2.22, -4.18, -5.23], [0.43, -2.13, -5.45], [-1.33, -1.80, -5.52], [-0.50, -2.89, -6.73], [-0.29, -4.62, -4.90], [-1.28, -2.27, -3.27], [-0.25, -3.73, -2.94], [-2.08, 0.54, 0.24], [-0.59, 0.13, 0.61], [0.25, -0.49, -0.50], [1.45, 0.12, -0.30], [1.36, 1.24, 0.46], [2.35, 2.04, 0.76], [0.07, 1.35, 0.89], [-2.05, 1.13, -0.68], [-2.54, 1.19, 0.98], [-2.80, -0.27, 0.16], [-0.48, -0.49, 1.50], [-0.23, -0.40, -1.47], [0.39, -1.54, -0.27], [-5.41, 1.80, -1.02], [-5.97, 1.76, 0.43], [-6.91, 2.92, 0.81], [-8.18, 2.36, 1.09], [-8.09, 1.03, 1.07], [-8.95, 0.24, 1.39], [-6.86, 0.68, 0.62], [-4.73, 2.65, -1.11], [-6.23, 1.83, -1.75], [-4.81, 0.91, -1.21], [-5.24, 1.68, 1.23], [-7.14, 3.65, 0.03], [-6.51, 3.47, 1.66], [-0.69, -6.74, -1.57], [-1.23, -6.25, -0.22], [-0.30, -5.75, 0.78], [-0.59, -4.44, 0.99], [-1.52, -4.08, 0.18], [-1.86, -2.93, 0.03], [-2.04, -5.09, -0.42], [0.14, -6.09, -1.86], [-1.42, -6.67, -2.37], [-0.32, -7.77, -1.51], [-1.89, -6.97, 0.27], [0.75, -5.87, 0.49], [-0.48, -6.28, 1.72], [-1.86, 4.03, 1.45], [-0.95, 4.08, 2.81], [0.48, 4.40, 2.61], [0.60, 5.72, 3.11], [-0.61, 6.17, 3.60], [-0.86, 7.28, 4.04], [-1.47, 5.15, 3.58], [-2.09, 4.95, 0.91], [-2.82, 3.50, 1.50], [-1.35, 3.48, 0.65], [-1.02, 3.12, 3.33], [0.77, 4.59, 1.57], [1.15, 3.62, 2.96], [6.30, -5.38, -1.41], [4.99, -5.58, -0.68], [4.91, -5.00, 0.69], [3.60, -4.25, 0.74], [3.08, -4.28, -0.45], [2.06, -3.73, -0.77], [3.92, -5.00, -1.33], [6.29, -6.00, -2.31], [7.01, -5.78, -0.69], [6.60, -4.36, -1.65], [4.80, -6.64, -0.51], [5.79, -4.37, 0.84], [4.88, -5.76, 1.47], [-4.74, -3.02, -0.46], [-5.93, -2.34, -1.24], [-6.46, -2.91, -2.59], [-7.77, -3.30, -2.42], [-8.09, -3.01, -1.19], [-9.22, -3.12, -0.71], [-7.10, -2.47, -0.42], [-4.71, -4.05, -0.81], [-4.81, -2.96, 0.63], [-3.90, -2.48, -0.89], [-5.79, -1.27, -1.36], [-5.82, -3.75, -2.83], [-6.34, -2.17, -3.38], [2.79, -0.06, -4.97], [1.91, 0.98, -4.32], [1.29, 1.96, -5.28], [0.02, 2.16, -4.65], [-0.18, 1.31, -3.70], [-1.19, 1.26, -2.96], [0.80, 0.37, -3.75], [3.60, 0.34, -5.59], [2.18, -0.73, -5.57], [3.20, -0.60, -4.11], [2.48, 1.55, -3.59], [1.19, 1.56, -6.30], [1.87, 2.87, -5.30], [2.34, -1.48, 2.63], [2.56, -0.91, 4.11], [3.92, -0.21, 4.07], [3.66, 1.06, 4.56], [2.32, 1.25, 4.81], [1.92, 2.37, 5.04], [1.64, 0.12, 4.40], [2.39, -0.68, 1.89], [1.40, -2.00, 2.45], [3.12, -2.23, 2.48], [2.50, -1.65, 4.91], [4.43, -0.31, 3.12], [4.59, -0.59, 4.85], [5.03, 3.70, 2.58], [6.50, 3.44, 2.25], [7.16, 2.39, 3.20], [7.66, 1.45, 2.34], [7.26, 1.70, 1.10], [7.48, 1.00, 0.11], [6.46, 2.73, 1.14], [4.66, 4.62, 2.14], [4.83, 3.77, 3.65], [4.37, 2.89, 2.28], [7.03, 4.36, 2.00], [6.39, 1.96, 3.84], [7.79, 2.94, 3.90], [5.48, -1.91, -2.86], [5.62, -1.07, -1.60], [4.36, -0.35, -1.09], [4.36, -0.66, 0.28], [5.40, -1.39, 0.65], [5.65, -1.66, 1.84], [6.05, -1.78, -0.43], [6.44, -2.38, -3.09], [5.25, -1.35, -3.77], [4.85, -2.79, -2.72], [6.37, -0.30, -1.77], [3.47, -0.75, -1.57], [4.41, 0.73, -1.23], [2.95, 5.44, -0.12], [1.97, 5.53, -1.35], [1.60, 4.29, -2.20], [0.19, 4.24, -2.20], [-0.35, 5.29, -1.58], [-1.58, 5.55, -1.41], [0.67, 5.98, -0.99], [2.94, 6.36, 0.47], [3.99, 5.30, -0.42], [2.72, 4.64, 0.60], [2.29, 6.37, -1.96], [2.01, 3.41, -1.70], [2.01, 4.43, -3.20], [-7.37, 4.14, 4.89], [-6.36, 3.16, 5.32], [-6.71, 1.75, 5.00], [-5.55, 1.25, 4.42], [-4.77, 2.15, 4.04], [-3.74, 1.96, 3.40], [-5.18, 3.31, 4.55], [-8.34, 3.79, 5.26], [-7.38, 4.38, 3.83], [-7.29, 5.14, 5.32], [-6.13, 3.24, 6.38], [-7.47, 1.64, 4.23], [-7.07, 1.34, 5.95]]
}